Density functional theory data (ωB97M-V/def2-TZVPD) for C14H18NOsS3 as an isolated structure.

Last column: Mulliken charge in e.
Atoms and positions in Å:
Os -0.5237 -0.6467 -0.4620  0.604
S 0.2611 -1.7645 1.4820  0.082
S 1.7056 -0.8600 -1.1523  -0.042
S 0.0511 1.3076 0.5725  0.118
N -0.1720 3.3351 -3.5354  -0.218
C -2.7552 -0.1737 -0.5082  0.673
C -0.8715 2.6252 -2.9580  -0.297
C 2.6203 0.3779 -0.1617  -0.552
C -1.6568 1.6807 -2.2402  0.723
C -1.4811 0.3032 -2.5334  -0.334
C -2.5831 2.1370 -1.2590  -0.284
C 0.7883 -0.4410 2.6536  -0.671
C 2.2017 -2.4461 -0.4276  -0.673
C -3.0969 1.2371 -0.3811  -0.718
C 1.7730 1.6199 0.0396  -0.871
C -2.5897 -1.0894 0.5324  -1.083
C -2.1937 -0.6322 -1.7636  -0.888
C 0.1290 0.8856 2.3422  -0.875
C 1.8603 -2.5670 1.0470  -0.669
H -2.2854 -1.6803 -2.0631  0.774
H 2.9262 -0.0780 0.7764  0.242
H 1.6921 -3.1931 -1.0388  0.437
H 3.2736 -2.5716 -0.5965  0.468
H -0.9158 0.9101 2.6565  0.358
H 2.6223 -2.1327 1.6917  0.469
H 1.7579 -3.6162 1.3248  0.481
H -2.6510 -2.1569 0.3301  0.462
H 0.6338 1.7116 2.8485  0.615
H 3.5176 0.6264 -0.7307  0.598
H -2.7804 -0.7940 1.5579  0.430
H -0.9579 0.0189 -3.4388  0.723
H 1.8727 -0.3779 2.6163  0.375
H 2.2159 2.2955 0.7748  0.559
H 0.5044 -0.7833 3.6492  0.553
H 1.6582 2.1865 -0.8875  0.363
H -2.8024 3.1949 -1.1855  0.551
H -3.7484 1.5516 0.4278  0.518

LUMO energy	-13.340	eV
net charge	+3
energy above the lowest of the compared OMol25 structures with the same formula, charge and spin	0.000	eV
gap between HOMO and LUMO	7.277	eV
highest occupied orbital energy	-20.618	eV
electronic energy	-1883.1263	Eh